# 1
# C32H30GeN4O4Ru

C32H30GeN4O4Ru as an isolated structure (ωB97M-V with the def2-TZVPD basis set, OMol25).

Each line ends with the Löwdin charge.
Positions of all 72 atoms, in Å:
Ru  -0.7442  -1.0486  -1.9174  1.3925
C  2.0269  0.6996  -4.6078  -0.0283
C  0.6748  0.7141  -3.6760  -0.5252
O  0.2508  -0.4821  -3.6974  -0.2025
C  0.5718  1.7057  -2.7153  -0.0744
C  -0.8425  1.9152  -2.2044  -0.3207
C  -1.1732  3.3838  -1.5710  0.0000
N  -1.4428  0.9012  -1.7946  -0.1471
N  -2.6637  1.0703  -1.1080  0.0835
C  -2.7336  0.0111  -0.2882  -0.5378
O  -2.0246  -1.0308  -0.3144  -0.2712
C  -3.8058  -0.1937  0.7222  -0.2865
C  -4.5800  0.7762  1.3089  -0.1891
C  -5.3528  0.6788  2.3914  -0.1279
C  -5.6321  -0.8721  2.7787  -0.2089
C  -4.8141  -1.7695  2.2997  -0.2400
C  -3.8880  -1.3945  1.3022  -0.1312
H  2.0691  0.2691  -5.6158  0.0154
H  1.9589  2.2534  -4.9045  0.1580
H  2.9954  0.4750  -4.2041  -0.0160
H  0.7395  2.7613  -2.4446  0.0718
H  -0.9603  3.0306  -0.6538  0.0067
H  -2.2391  3.8308  -1.7614  0.1163
H  -0.2478  3.7819  -1.7220  -0.0021
H  -4.0507  1.8329  0.9879  0.1422
H  -5.5243  1.6171  2.9972  0.0720
H  -5.9353  -0.8836  3.9571  0.0828
H  -4.9002  -2.9073  2.4379  0.1061
H  -3.0654  -2.1206  1.0401  0.1164
N  -2.5405  -1.6376  -3.2087  -0.0707
N  -2.9528  -2.8306  -2.5808  -0.0409
C  -1.7386  -3.6766  -2.5286  -0.6898
O  -1.8845  -4.8744  -2.7776  -0.0274
O  -0.6130  -3.1333  -2.1715  -0.1719
H  -3.3035  -1.0155  -2.8848  0.1055
H  -2.4262  -1.7479  -4.2142  0.1018
H  -3.7225  -3.3911  -2.9896  0.1238
C  0.4228  -0.7845  -0.8286  -0.3452
Ge  1.6598  0.0655  0.6740  0.9167
C  3.1047  0.8556  -0.0138  -0.3655
C  3.9376  1.7672  0.8848  -0.0798
C  5.1736  2.2381  0.3846  -0.1188
C  5.7596  1.7009  -0.8685  -0.1152
C  5.0153  0.7421  -1.4707  -0.1234
C  3.5973  0.4794  -1.1562  -0.1216
C  0.4820  1.3283  1.7473  -0.2629
C  -0.8353  0.6359  2.0001  -0.0666
C  -1.7241  1.2930  2.9487  -0.0856
C  -1.5126  2.6586  3.0520  -0.1876
C  -0.3104  3.1449  2.7348  -0.1801
C  0.8064  2.6021  2.0611  -0.1721
C  1.9980  -1.5906  1.6220  -0.2708
C  3.4082  -1.8027  2.0379  -0.0749
C  3.8981  -3.0784  2.3163  -0.1030
C  2.9856  -4.0617  2.5789  -0.1122
C  1.6505  -3.8453  2.3952  -0.1037
C  1.2380  -2.7392  1.7150  -0.1251
H  3.5647  1.5754  1.8535  0.0680
H  5.3576  3.1286  1.0404  0.0944
H  6.9832  2.3432  -1.1568  0.1874
H  5.2459  0.4535  -2.4425  0.0605
H  3.1645  -0.2743  -2.0576  0.1723
H  -1.2339  -0.2842  1.2613  0.1327
H  -2.3888  0.3065  3.2122  0.1659
H  -2.0980  3.0137  3.9497  0.1149
H  -0.0684  4.6423  2.7323  0.1659
H  1.7938  2.9804  1.8982  0.0647
H  4.1689  -0.9444  2.1014  0.1067
H  4.8100  -3.4025  2.5121  0.0487
H  3.4348  -4.8100  2.9015  0.0195
H  0.8214  -4.5589  2.7605  0.1317
H  0.2040  -2.4766  0.9523  0.1790

Forces on the atoms, in the same order (eV/Å):
Ru -1.8 -1.3 -2.5
C -1.8 5.8 -1.0
C 5.9 -0.5 -0.9
O -1.7 0.5 -0.7
C -4.4 1.6 0.0
C 1.4 1.3 1.0
C -3.0 -3.0 -3.5
N -3.1 0.3 0.4
N 1.0 -0.7 0.4
C -4.3 0.6 1.4
O 1.0 -0.9 -0.2
C 0.9 1.7 -2.5
C 2.4 5.8 -0.9
C -0.6 -2.5 1.0
C -3.4 6.7 5.6
C 3.1 -3.7 -3.0
C 1.2 -5.5 1.5
H -1.0 -0.1 0.3
H 0.9 -4.1 0.5
H 0.3 0.2 1.0
H 2.8 -0.7 -2.0
H -0.8 -0.7 4.2
H 2.6 -0.7 0.4
H 1.7 3.1 -1.3
H -2.0 -1.9 0.8
H -0.4 -1.5 -0.5
H 0.0 -0.6 -2.8
H 0.2 1.8 0.5
H -1.5 0.4 0.2
N -2.5 0.7 0.6
N 2.1 -2.3 0.0
C 0.1 -1.1 0.7
O -0.3 0.3 0.0
O -1.7 -0.9 -0.6
H 0.9 0.5 -1.2
H -0.3 0.4 0.0
H 0.8 0.8 -0.1
C 6.6 0.8 3.8
Ge -6.7 -1.3 0.4
C 2.9 3.2 3.0
C 0.0 -3.5 -4.6
C -1.9 0.2 1.0
C 2.1 3.8 2.9
C -2.0 1.3 -0.5
C 3.5 -3.1 -5.8
C -1.2 -4.9 -1.9
C 0.9 1.5 -0.7
C 1.1 -6.0 -3.8
C -2.2 -1.4 4.6
C 3.9 7.8 -1.6
C -2.8 -0.7 1.6
C 4.8 -1.1 1.1
C 0.2 1.5 -0.5
C -4.4 2.6 -0.6
C -3.5 5.9 -2.4
C -2.5 -2.6 0.7
C -4.0 3.7 -3.5
H 0.1 1.6 1.5
H 1.6 -0.8 -1.0
H -4.2 -2.7 0.5
H 1.0 -1.0 -1.4
H 0.4 2.2 3.1
H 1.7 2.0 2.7
H 0.2 3.7 0.3
H 0.4 1.0 -1.6
H -1.1 -4.1 0.6
H 0.0 0.8 0.0
H -1.3 -1.1 -0.5
H 4.6 -0.3 0.6
H 2.8 -7.5 3.1
H 1.6 0.7 -0.9
H 2.4 -1.8 2.9

Multiplicity: 5
Frontier orbital gap (alpha / beta) (eV): 2.343 / 5.993
Relative energy (zero: lowest compared OMol25 entry of this formula, charge and spin) (kcal per mole): 507.9
⟨S²⟩: 6.044
Net charge: -2
Total energy (a.u.): -3928.2834
HOMO (alpha / beta) (Eh): 0.0653 / -0.0689
Lowest unoccupied orbital energy (alpha / beta) (eV): 4.12 / 4.12

# 2
# C32H30N4

A 2-piece molecular cluster, C32H30N4 overall (ωB97M-V with the def2-TZVPD basis set, OMol25).

Each line ends with the Löwdin charge.
Positions of all 66 atoms, in Å:
C  -0.5773  -0.4130  3.5447  -0.0896
C  -0.1841  -1.1928  2.3449  -0.3186
C  1.0010  -1.9363  2.4467  -0.3090
N  2.0000  -2.5469  2.5752  0.0784
C  -0.8808  -1.1731  1.1129  -0.2168
C  -2.0959  -0.4373  0.9242  -0.0431
C  -2.7736  -0.4786  -0.2827  -0.0616
C  -2.2722  -1.2278  -1.3593  -0.2902
C  -2.9829  -1.2721  -2.6063  -0.2232
N  -3.5603  -1.3122  -3.6243  0.1015
C  -1.0696  -1.9325  -1.2110  -0.0629
C  -0.3802  -1.9064  -0.0058  -0.0507
H  -1.5050  0.1409  3.4009  0.0521
H  -0.6910  -1.0893  4.4076  0.0596
H  0.2228  0.2968  3.8113  0.0796
H  -2.4974  0.1640  1.7429  0.0870
H  -3.7060  0.0746  -0.4064  0.1113
H  -0.6744  -2.5045  -2.0535  0.1105
H  0.5635  -2.4521  0.0813  0.0945
C  -3.7769  -6.7759  0.9933  0.0093
N  -3.2240  -6.2994  2.2463  -0.0664
C  -2.0292  -5.6654  2.3679  0.0830
C  -1.7664  -5.4164  3.7419  -0.1194
C  -0.5987  -4.8607  4.2561  0.0979
C  -0.3880  -4.4782  5.6191  -0.2008
C  -1.3800  -3.8175  6.3918  0.0017
C  -1.2069  -3.5599  7.7441  -0.1351
C  0.0113  -3.9416  8.3781  -0.0797
N  0.1771  -3.7536  9.7195  -0.0754
C  -0.7493  -2.9563  10.4901  -0.1615
C  -2.1776  -3.2010  10.0445  -0.1636
C  -2.3129  -2.9465  8.5430  -0.1408
C  1.4655  -3.9239  10.3521  -0.1610
C  2.1906  -5.1299  9.7890  -0.1651
C  2.3043  -5.0205  8.2696  -0.1436
C  1.0397  -4.5660  7.6101  -0.1322
C  0.8474  -4.7644  6.2577  0.0432
C  -2.9184  -5.9654  4.4770  -0.0928
C  -3.2201  -6.1853  5.8154  -0.0127
C  -4.4472  -6.7805  6.1565  -0.0669
C  -5.3253  -7.2545  5.1716  -0.0702
C  -4.9984  -7.1282  3.8101  -0.0018
C  -3.8129  -6.4747  3.5022  -0.1577
H  -4.7314  -7.2744  1.1826  0.0824
H  -3.9305  -5.9359  0.3029  0.1110
H  -3.0863  -7.4866  0.5177  0.1070
H  -1.4195  -5.4255  1.5016  0.1590
H  0.2575  -4.7975  3.5825  0.1277
H  -2.3182  -3.5199  5.9163  0.1402
H  -0.6123  -3.2246  11.5448  0.1233
H  -0.5008  -1.8845  10.3836  0.1407
H  -2.4634  -4.2370  10.2669  0.1225
H  -2.8449  -2.5430  10.6070  0.1170
H  -2.3423  -1.8595  8.3610  0.1313
H  -3.2736  -3.3472  8.1935  0.1202
H  2.0765  -3.0143  10.2079  0.1411
H  1.2873  -4.0365  11.4284  0.1230
H  3.1815  -5.1944  10.2441  0.1167
H  1.6438  -6.0447  10.0489  0.1228
H  3.1146  -4.3194  8.0159  0.1316
H  2.5966  -5.9957  7.8601  0.1228
H  1.6473  -5.2229  5.6663  0.1383
H  -2.5055  -5.9096  6.5884  0.1063
H  -4.7161  -6.8887  7.2085  0.1057
H  -6.2599  -7.7362  5.4578  0.1067
H  -5.6327  -7.5162  3.0129  0.1054

Forces on the atoms, in the same order (eV/Å):
C 0.3 0.1 0.7
C -0.1 -0.4 -0.8
C 1.2 -0.7 0.2
N -1.3 0.6 -0.1
C 0.3 0.0 0.4
C -0.1 -0.1 -0.3
C 0.2 0.0 0.4
C -0.4 0.0 -0.4
C -0.8 0.0 -1.4
N 1.0 0.0 1.7
C 0.5 -0.1 0.6
C -0.4 -0.2 -0.8
H 0.1 -0.1 0.1
H -0.2 0.3 0.0
H -0.3 0.0 0.1
H 0.1 -0.2 -0.4
H 0.3 -0.1 0.0
H -0.1 0.2 0.2
H -0.3 0.2 0.0
C 0.0 0.0 -0.6
N 1.2 0.8 -0.1
C -0.9 -0.6 0.6
C -0.3 0.1 0.1
C 0.1 -0.1 0.0
C 0.1 0.4 0.2
C 0.2 -0.4 0.3
C 0.4 -0.4 -0.7
C 0.0 -0.3 -0.2
N -0.1 -0.1 0.0
C -0.3 0.3 0.0
C -0.1 -0.1 -0.1
C -0.5 0.6 0.2
C 0.4 0.0 -0.1
C -0.1 -0.1 -0.1
C 0.7 0.0 0.1
C -0.6 0.2 -0.2
C -0.2 0.0 -0.2
C -0.4 -0.2 -0.6
C -0.5 -0.2 0.4
C 0.4 0.0 -0.2
C 0.2 0.2 -0.6
C -0.1 0.0 0.5
C 0.5 0.0 0.5
H 0.3 0.2 -0.1
H -0.1 -0.2 0.2
H -0.2 0.2 0.2
H -0.1 0.0 0.2
H 0.0 0.1 0.1
H 0.3 -0.1 0.1
H -0.1 0.1 -0.2
H -0.1 -0.2 0.1
H 0.1 0.1 0.0
H 0.0 -0.1 -0.1
H 0.0 -0.2 0.0
H 0.2 0.1 0.0
H -0.1 -0.2 0.1
H 0.1 0.0 -0.2
H -0.1 -0.1 -0.1
H 0.0 0.2 0.0
H -0.1 -0.1 0.0
H 0.0 0.2 0.0
H -0.3 0.1 0.2
H -0.4 0.0 -0.1
H 0.1 -0.1 -0.3
H 0.3 0.1 -0.1
H 0.0 0.0 0.4

Frontier orbital gap (eV): 3.000
Relative energy (zero: lowest compared OMol25 entry of this formula, charge and spin) (kcal per mole): 35.6
Total energy (a.u.): -1456.3436
HOMO (Eh): -0.1895
Lowest unoccupied orbital energy (eV): -2.16

# 3
# C32H30N6O2S2Sr

C32H30N6O2S2Sr as an isolated structure (ωB97M-V with the def2-TZVPD basis set, OMol25).

Each line ends with the Löwdin charge.
Positions of all 73 atoms, in Å:
Sr  1.2022  0.2234  0.6991  1.1191
C  -2.0756  -6.7629  1.9436  -0.0509
C  -1.6285  -5.4212  1.4276  -0.2695
C  -1.5768  -5.1196  0.0916  -0.0062
C  -1.1403  -3.8636  -0.3567  -0.1280
C  -1.0881  -3.5505  -1.7204  0.0074
N  -0.6844  -2.3903  -2.1706  0.0673
C  -0.6738  -1.8483  -3.5253  -0.1387
C  -1.9124  -1.0488  -3.8927  -0.1516
C  -1.6399  -0.0419  -4.9877  -0.1469
N  -0.4643  0.7529  -4.6078  0.0714
C  -0.4404  1.4571  -3.5016  -0.0094
C  -1.5269  1.8557  -2.7151  -0.1536
C  -2.7765  2.3192  -3.1625  0.0179
C  -3.5846  2.8797  -2.2149  -0.2847
C  -4.8815  3.5073  -2.5796  -0.0529
C  -3.2222  2.9195  -0.8641  0.0129
C  -2.0800  2.3657  -0.3522  -0.0788
C  -1.9627  2.3949  1.1132  -0.1153
N  -1.1884  1.6697  1.8013  0.0300
C  -1.2865  1.7758  3.2846  -0.1981
C  -0.0223  1.2595  3.9956  -0.1845
C  0.1130  -0.2584  4.2911  -0.2038
N  -0.1426  -1.0926  3.0822  0.0219
C  -0.4345  -2.3369  3.2073  -0.0970
C  -0.7659  -3.2175  2.0626  -0.0893
C  -1.2418  -4.4529  2.3857  0.0083
C  -0.5970  -2.9005  0.6140  -0.2411
O  -0.0038  -1.8477  0.2389  -0.1977
C  -1.1856  1.7491  -1.3346  -0.3201
O  -0.1803  1.0589  -1.0854  -0.1874
H  -2.1086  -7.4386  1.0758  0.0808
H  -3.0870  -6.6991  2.3422  0.0833
H  -1.3986  -7.1413  2.6890  0.0754
H  -1.8646  -5.8679  -0.6426  0.1227
H  -1.3974  -4.3005  -2.4459  0.1503
H  -0.3867  -1.7058  -1.4836  0.1031
H  -0.3799  -2.5803  -4.2785  0.1350
H  0.1902  -1.1687  -3.4908  0.1276
H  -2.2502  -0.4930  -3.0213  0.1125
H  -2.7558  -1.6544  -4.1876  0.1216
H  -2.5335  0.5596  -5.1859  0.1146
H  -1.4118  -0.5640  -5.9244  0.1336
H  0.3919  0.7736  -5.1450  0.1678
H  0.5444  1.7016  -3.1833  0.1491
H  -3.0998  2.3767  -4.1940  0.1203
H  -4.8925  3.7592  -3.6483  0.0834
H  -5.0155  4.4386  -2.0157  0.0888
H  -5.6622  2.7875  -2.3732  0.0834
H  -3.9160  3.3935  -0.1752  0.1254
H  -2.7338  3.0235  1.6240  0.1370
H  -2.1119  1.2010  3.6772  0.1129
H  -1.4575  2.8141  3.5800  0.1134
H  0.0952  1.7692  4.9458  0.1095
H  0.8689  1.5319  3.4292  0.0782
H  -0.5885  -0.5560  5.0940  0.1147
H  1.1180  -0.4579  4.6660  0.1165
H  -0.4545  -2.7774  4.2181  0.1316
H  -1.3525  -4.7584  3.4235  0.1271
S  3.7366  0.1900  2.1717  0.3684
C  4.9096  1.3793  1.6992  -0.7663
C  5.9778  1.6741  2.5284  -0.0852
C  6.9137  2.6267  2.1725  -0.2119
C  8.0272  2.8753  3.0312  -0.1904
N  8.9450  3.0647  3.6992  0.1463
C  6.7178  3.3345  0.9818  -0.2044
C  5.7072  2.9894  0.0939  -0.0811
C  4.8004  2.0014  0.4480  -0.7512
S  3.4889  1.5876  -0.6508  0.3383
C  7.5891  4.3982  0.5636  -0.1953
N  8.2529  5.1953  0.0815  0.1443
H  6.0435  1.1994  3.5074  0.1117
H  5.6330  3.4827  -0.8646  0.1068

Forces on the atoms, in the same order (eV/Å):
Sr 0.7 0.4 0.9
C -0.4 0.1 -1.4
C 0.0 -0.2 -0.2
C -0.3 -0.6 0.7
C 1.0 1.2 0.7
C 0.0 0.1 0.1
N -0.3 0.3 -0.9
C 0.9 0.0 0.1
C -0.2 0.1 0.5
C 0.4 -0.3 -0.9
N -0.7 0.9 -0.3
C -0.1 -0.1 -0.6
C 0.0 -0.2 -0.3
C -0.2 0.4 0.7
C -0.3 0.3 -0.6
C 0.1 0.4 -0.6
C 0.3 -0.2 0.4
C 0.2 0.1 -0.6
C -0.4 -0.3 0.4
N 0.5 -0.1 0.6
C 0.8 -0.2 -0.1
C 0.5 -0.6 -0.3
C -1.0 -0.3 -0.3
N 0.2 -0.3 0.1
C 0.5 1.8 -0.4
C 0.3 0.0 -0.6
C -0.2 -0.3 -0.5
C -0.2 0.0 0.9
O -0.4 -0.4 0.0
C -0.9 0.5 0.7
O 0.8 -0.5 0.7
H 0.0 -0.1 0.5
H 0.0 -0.1 0.2
H 0.2 -0.3 0.3
H -0.1 0.0 0.0
H 0.0 0.1 0.0
H 0.0 -0.2 0.6
H -0.4 -0.4 0.1
H -0.3 -0.1 -0.1
H 0.0 -0.1 0.2
H -0.2 -0.5 -0.1
H 0.4 0.0 0.1
H 0.1 0.2 0.1
H -0.2 -0.5 -0.2
H 0.7 0.4 0.4
H 0.3 -0.1 -0.1
H -0.2 -0.1 0.3
H -0.3 -0.3 -0.1
H -0.6 0.2 0.1
H 0.0 0.0 0.0
H 0.5 -0.2 -0.4
H -0.6 -0.3 -0.3
H 0.0 0.0 -0.1
H -0.1 0.1 0.2
H 0.1 0.2 -0.2
H 0.1 0.1 -0.2
H 0.1 0.1 -0.2
H -0.2 -0.2 -0.3
H 0.1 0.3 0.0
S -0.5 -0.5 0.9
C -0.5 -0.6 0.0
C 0.1 -0.1 0.6
C -0.3 0.2 0.0
C 0.2 0.3 0.0
N -0.1 0.0 0.0
C 0.6 0.3 -0.5
C 0.1 -0.1 0.4
C -0.8 -0.1 -0.8
S -0.2 0.3 -0.4
C -0.3 -0.9 0.1
N 0.5 0.7 -0.1
H 0.1 0.0 -0.4
H -0.1 0.1 0.1

Frontier orbital gap (eV): 4.215
Total energy (a.u.): -2543.5396
HOMO (Eh): -0.2134
Lowest unoccupied orbital energy (eV): -1.59